DFT (ωB97M-V/def2-TZVPD) results for C21H18F3I2NO6Se2Sn as an isolated structure at a distorted geometry.

The calculation puts the max |F| at 4.394 eV Å⁻¹. The value obtained for the relative energy (zero: lowest compared OMol25 entry of this formula, charge and spin) is 16.3 kcal/mol. The value obtained for the electronic energy is -7229.39148 Ha. Its LUMO energy is 0.1169 Ha.

Structure (ORCA input):
```
! wB97M-V def2-TZVPD RIJCOSX def2/J DEFGRID3
* xyz -2 1
H -2.08473 -2.40853 -2.29010
C 2.60874 -3.38590 4.28580
C 3.68230 6.60584 -3.97258
H 1.93931 -2.90293 6.18539
C 0.52021 4.82573 -2.89778
F 3.56776 6.03380 -5.20059
H -4.51721 -3.87871 -2.03480
C 2.63819 5.92524 -3.07255
Se -2.57148 -0.47763 1.37506
C 1.43982 -1.11176 3.27413
C 0.84399 4.29476 -1.63796
H -4.35338 0.03114 -1.28903
H 0.81315 -0.71340 5.34252
H -5.35400 -1.79556 0.56536
C -3.01541 -1.88240 -2.11251
H 2.19226 4.50583 0.02388
C 1.33123 -1.43318 4.68215
C 0.83136 0.14796 2.84101
H 3.46365 -3.69314 2.42897
O 0.66457 0.47037 1.58477
C 0.09944 3.23200 -0.98159
Se -2.23791 -0.05595 -2.26343
C 2.09776 -2.00132 2.39130
H -1.81783 -2.68628 0.18429
H -3.77278 -1.86977 -2.94895
F 4.93153 6.30457 -3.47988
C -3.64656 -2.38162 -0.79740
H 3.93583 5.78293 -1.38546
N 3.12966 -4.60439 4.84929
H -2.83566 -5.45613 -1.47265
H -0.45208 4.55874 -3.30249
C 1.35472 5.70354 -3.58021
C 2.74090 -3.12393 2.93215
I 1.53074 -1.28607 -1.09862
C 1.98626 -2.54468 5.16857
O 3.51844 -5.49852 4.09537
O -2.92882 -4.68456 -0.86089
O -5.20239 -0.33203 -0.84334
O 3.22613 -4.65502 6.08292
H -3.26992 -2.89062 1.18357
H 1.94262 -1.82620 1.33020
C -0.56661 2.35023 -0.41850
C -4.03175 -3.86589 -1.05510
H 1.13560 6.11695 -4.53767
C -2.76476 -2.27266 0.44031
C 2.95102 5.53242 -1.73695
C 2.04804 4.73651 -1.03238
I 4.50917 -2.64208 -2.57101
O 0.48607 0.94373 3.76191
H -5.88546 -2.13761 -1.10184
F 3.63560 7.92566 -4.20423
H -4.85570 -4.10991 -0.25363
C -5.07214 -1.68372 -0.50572
Sn -0.55948 0.26411 -0.06907
*
```

Löwdin atomic charge list, values in e, 6 entries: 0.040, -0.186, -0.537, 0.110, -0.016, 0.110

***

DFT (ωB97M-V/def2-TZVPD) results for an isolated ion of composition C21H18F3O5S and charge -1 at a distorted geometry.

Its SMILES is COc1ccc([C@H](Sc2cccc(C(F)(F)F)c2)C2=C([O-])OC(C)(C)OC2=O)cc1. The calculation puts the max |F| at 2.884 eV Å⁻¹. The value obtained for the electronic energy is -1885.10123 Ha. Its LUMO energy is 0.0989 Ha.

Structure (ORCA input):
```
! wB97M-V def2-TZVPD RIJCOSX def2/J DEFGRID3
* xyz -1 1
H 2.02606 -1.41492 5.10595
O 0.11137 2.34169 2.29331
C -1.94783 0.89652 -0.10497
C -1.81780 -3.30842 -4.00257
F -4.40536 -1.98475 -4.34877
H -1.19258 5.16378 -1.36109
C 0.15503 -2.91371 -2.65836
O -2.26473 2.03826 -0.81338
C -0.34098 2.15282 1.18312
H 5.87240 0.22941 3.62485
H 2.26632 0.69673 0.61718
H -2.42064 4.21885 -2.25563
C -2.02612 -2.23357 -1.84235
O -2.79670 0.03519 0.00945
H -2.67975 4.62536 -0.54728
C -2.59321 -2.73361 -2.99957
C 3.19066 -0.20249 3.77903
H 1.22988 -2.96881 -2.49326
C 0.99682 -1.07246 3.23541
O 4.11645 -0.03377 4.76435
H 0.13452 -1.68362 3.48597
C -0.63552 -2.34805 -1.62128
C -1.92538 4.35506 -1.29218
H 0.37869 1.75219 -1.50763
H -0.55946 2.50530 -2.82291
H -2.28681 -3.69713 -4.90541
H -1.10530 -0.83136 1.62924
F -4.72976 -2.06561 -2.17420
C 2.18583 0.26972 1.61896
C -4.08483 -2.67329 -3.20575
S 0.08564 -2.04490 -0.09920
F -4.62560 -3.92738 -3.33507
C -0.12585 2.66755 -1.83192
C 1.01035 -0.37353 2.01798
C -1.23199 3.05196 -0.87043
C 5.34218 0.67430 4.48176
C 2.05250 -0.96231 4.11907
C -0.43829 -3.40665 -3.81630
H 0.16707 -3.88916 -4.58792
H 5.14929 1.74170 4.28907
O -0.71897 3.27539 0.45705
H 5.93144 0.55690 5.39274
H 4.15923 0.93910 2.19274
C -0.22965 -0.38562 1.13588
C 3.27340 0.37447 2.48904
H 0.60338 3.48335 -1.89206
H -2.62365 -1.74489 -1.08454
C -0.63175 0.85441 0.55189
*
```

Löwdin atomic charge list, values in e, 6 entries: 0.110, 0.073, -0.438, -0.046, 0.104, 0.086

***

DFT (ωB97M-V/def2-TZVPD) results for an isolated molecule of C21H18N2O6 at a distorted geometry.

Its SMILES is CC(=O)Oc1ccc([C@]2(c3ccccc3)C(=O)N(C(C)=O)C(=O)N2C(C)=O)cc1. The calculation puts the max |F| at 6.376 eV Å⁻¹. The value obtained for the relative energy (zero: lowest compared OMol25 entry of this formula, charge and spin) is 0.0 kcal/mol. The value obtained for the electronic energy is -1372.02886 Ha. Its LUMO energy is 0.0075 Ha.

Structure (ORCA input):
```
! wB97M-V def2-TZVPD RIJCOSX def2/J DEFGRID3
* xyz 0 1
H -2.08256 -0.65721 -3.93098
C 1.19001 -2.07262 1.80003
H -1.02497 3.46622 1.64230
C -0.16885 1.72304 0.80692
C -1.35401 -0.34736 1.23919
C -2.20899 1.70934 2.14434
H 1.69155 -5.06303 -0.57553
C -0.63165 -0.88791 -2.22845
O -3.15518 2.35743 2.88774
H -1.49638 -1.40903 1.04913
C 1.67714 -4.44836 1.44401
C 1.28805 -2.96303 -0.42843
N 0.52450 -0.42452 -1.54317
H -5.72968 2.70096 3.96286
H -3.18549 -0.16520 2.31018
H 1.17249 -2.86686 -1.50368
O -1.45581 -1.55835 -1.58247
O 1.63545 0.18150 -3.45272
C -4.34017 2.61720 2.29321
C -0.26288 0.31420 0.65444
O -4.64531 2.29875 1.14699
C -2.31385 0.34648 1.91965
H 1.87402 -5.46053 1.78227
C -5.37466 3.38460 3.15134
H 4.32326 0.35924 -3.72724
H -4.91653 4.28215 3.56767
H 0.57027 2.33680 0.32183
O 2.77347 0.59458 0.88872
H 5.22269 1.80326 -3.31570
C 4.25719 1.33822 -3.23594
C -1.13440 2.39219 1.56818
O 4.53493 1.72399 -0.99841
H -6.22208 3.70143 2.57258
H 1.58382 -3.53908 3.37433
C 3.75009 1.23221 -1.79209
C 1.60921 0.10445 -2.24443
H -0.45998 -0.98162 -4.40859
C -1.03361 -0.43840 -3.65886
H 3.59144 2.04122 -3.79044
C 1.57726 -4.22682 0.06871
N 2.58245 0.58107 -1.42636
H 1.05115 -1.31372 2.61780
C 0.81384 -0.44150 -0.12846
C 2.18277 0.27332 -0.15533
C 1.05940 -1.83978 0.41659
C 1.49630 -3.36972 2.28195
H -0.83571 0.61082 -3.78566
*
```

Löwdin atomic charge list, values in e, 6 entries: 0.096, -0.015, 0.121, 0.016, -0.016, -0.254

***

DFT (ωB97M-V/def2-TZVPD) results for an isolated molecule of C21H18N4O3 at a distorted geometry.

Its SMILES is COc1ccccc1-c1cc(C(=O)Nc2cc(C)nn2-c2ccccc2)no1. The calculation puts the max |F| at 1.395 eV Å⁻¹. The value obtained for the relative energy (zero: lowest compared OMol25 entry of this formula, charge and spin) is 46.1 kcal/mol. The value obtained for the electronic energy is -1255.74566 Ha. Its LUMO energy is 0.0159 Ha.

Structure (ORCA input):
```
! wB97M-V def2-TZVPD RIJCOSX def2/J DEFGRID3
* xyz 0 1
C 4.71838 -1.69580 -0.88931
H -4.76864 1.78987 -0.87922
H 0.07207 -2.31407 0.32238
N -1.50421 3.52994 0.18480
H 4.19259 0.68259 -3.22640
H -6.43873 -0.01413 -1.16877
C -0.96122 -2.42142 -0.00789
C -5.40172 -0.25544 -0.99584
C -2.71636 -0.89013 -0.53801
C 4.87915 -0.97834 -2.06397
O -1.40356 -1.10881 -0.27581
H -1.15177 -0.87124 3.19094
C 4.08311 0.12759 -2.30689
H -5.70861 -2.37245 -1.06394
N 1.54745 -0.76479 1.59174
C -0.08679 -0.92281 3.41354
C -4.47151 0.75345 -0.83527
N 2.04134 0.17695 0.77348
C 0.93214 3.41776 -0.20345
C 2.99013 -0.17874 -0.19427
H 0.07367 -0.49036 4.39962
C 0.68218 -0.17144 2.38911
H -3.37264 -2.93098 -0.65189
H -1.00092 -3.04750 -0.90467
C -0.80942 1.57083 -0.65073
O -2.56546 2.70963 0.05119
C -4.99152 -1.57566 -0.93450
C 1.49915 1.39635 1.06523
C -0.44877 2.87147 -0.22242
H 3.63622 -1.84693 0.96239
H 2.50528 1.37732 -1.60315
H -0.18413 0.80923 -1.06200
C -2.16429 1.52248 -0.44255
H 5.61689 -1.28384 -2.79015
H 2.80132 2.84153 0.34157
H 0.22931 -1.96189 3.41964
H 5.32988 -2.56452 -0.69730
C 3.78023 -1.30091 0.04380
H 0.01896 1.95026 2.58821
C 0.61908 1.20633 2.10667
N 1.82786 2.56348 0.38176
C -3.66410 -1.89385 -0.70172
C -3.13011 0.45556 -0.61943
H -1.54759 -2.88557 0.79002
O 1.28134 4.45926 -0.70344
C 3.13433 0.52973 -1.38310
*
```

Löwdin atomic charge list, values in e, 6 entries: -0.078, 0.121, 0.075, 0.143, 0.106, 0.103